Below is 10 unconnected molecules or ions with the total composition C34H92N4O10 at a distorted geometry, with properties calculated with the ωB97M-V functional and the def2-TZVPD basis.

Computed properties:
Max |F|: 2.6 eV/Å
Multiplicity: 1
E_LUMO: 0.53 eV
Highest occupied orbital energy: -9.12 eV
Energy above the lowest of the compared OMol25 structures with the same formula, charge and spin: 0.250 eV
Gap between HOMO and LUMO: 9.7 eV

The geometry in XYZ format:
```
140
Properties=species:S:1:pos:R:3:forces:R:3
C 0.7806 -2.5090 -0.8018 0.184 0.027 0.573
O -0.1139 -1.6156 -0.1151 0.529 -0.342 -0.683
C 0.6058 -0.5375 0.4806 0.195 0.114 -0.199
C -0.3879 0.4538 1.0854 0.329 -0.553 -0.965
C 0.2020 1.7980 1.4291 0.872 0.248 0.355
N -0.9820 -0.1742 2.2427 -0.452 0.350 0.478
H 1.5248 -2.0516 -1.4562 -0.461 0.691 -0.261
H 0.2131 -3.2392 -1.3768 -0.160 0.078 0.202
H 1.4475 -3.0103 -0.0978 -0.388 -0.359 0.354
H 1.2685 -0.9325 1.2547 0.029 -0.032 0.302
H 1.2653 -0.1145 -0.2803 -0.100 0.442 -0.113
H -1.1436 0.6810 0.3287 -0.198 -0.396 -0.332
H -0.5306 2.5660 1.6754 -0.291 -0.336 0.040
H 0.7963 2.2150 0.6158 0.051 -0.249 -0.128
H 0.8694 1.6936 2.2865 0.081 0.072 0.097
H -1.9317 0.1843 2.2619 -0.191 0.013 0.557
H -1.0926 -1.1772 2.1719 0.250 -0.133 -0.455
C -2.2187 -4.8210 -2.8775 -0.487 0.174 -0.047
O -2.3416 -3.9003 -3.9177 0.292 0.674 -0.447
C -1.8279 -2.5970 -3.6981 -1.111 0.495 -0.697
C -2.6240 -1.8016 -2.6707 -1.091 -0.519 0.656
C -4.0833 -1.5418 -3.1087 1.075 -0.167 -1.121
N -1.9397 -0.5508 -2.3699 -0.328 -0.084 -0.045
H -2.6794 -5.7167 -3.2933 0.440 -0.327 0.326
H -2.8162 -4.5183 -2.0151 0.082 -0.072 0.264
H -1.1727 -4.9314 -2.5852 0.067 -0.379 0.079
H -0.7581 -2.5263 -3.4906 0.180 -0.469 0.188
H -1.9968 -2.1034 -4.6561 0.329 0.048 -0.116
H -2.7451 -2.4448 -1.7949 0.382 0.112 0.468
H -4.0395 -1.1444 -4.1251 -0.166 0.216 -0.105
H -4.6067 -0.8082 -2.4974 0.013 -0.286 0.276
H -4.5969 -2.4984 -3.2005 -0.240 0.134 0.287
H -2.6053 0.0606 -1.9142 -0.104 0.197 0.087
H -1.2223 -0.7368 -1.6802 0.245 0.000 0.090
C 3.5641 -2.9231 -3.4038 0.273 0.508 -0.531
O 3.6426 -2.9035 -2.0157 1.103 -0.945 1.230
C 4.7829 -3.6915 -1.5368 -0.160 0.759 -0.112
C 5.1972 -3.1905 -0.1684 -0.721 -0.797 1.022
C 6.3457 -3.9677 0.4131 1.012 -0.391 -0.150
N 4.0238 -3.2494 0.7433 0.467 1.259 -0.635
H 3.4944 -3.9358 -3.8051 0.050 -0.083 -0.092
H 4.4558 -2.4094 -3.7696 0.072 -0.192 -0.568
H 2.7026 -2.3422 -3.7341 -0.131 -0.078 0.160
H 4.5095 -4.7471 -1.4885 -0.173 -0.117 0.044
H 5.6635 -3.6207 -2.1788 -0.209 0.256 -0.568
H 5.5224 -2.1499 -0.2011 -0.280 0.151 -0.308
H 6.7653 -3.4867 1.2965 -0.455 -0.052 0.229
H 7.2050 -4.0033 -0.2600 -0.073 -0.011 -0.352
H 6.0962 -5.0050 0.6379 -0.200 0.051 0.144
H 3.6158 -4.1730 0.8045 0.428 -0.312 -0.071
H 3.3942 -2.6973 0.1744 -0.734 0.099 0.563
C 4.0647 1.7554 -1.0005 -0.352 -0.345 0.820
O 3.2559 2.8653 -0.6329 0.585 0.488 -0.664
C 3.3803 3.9773 -1.5434 -1.237 -0.311 -0.357
C 2.3454 5.0749 -1.1206 1.351 -1.895 1.130
C 2.7171 5.4338 0.3448 0.305 0.574 -0.521
N 0.9836 4.5050 -1.0901 0.254 0.590 0.152
H 3.6477 1.1485 -1.8064 -0.092 0.324 -0.360
H 4.0698 1.0959 -0.1317 0.046 0.023 0.095
H 5.1066 2.0018 -1.2105 -0.013 0.332 -0.153
H 4.4095 4.3350 -1.6058 0.086 0.222 0.428
H 3.1432 3.6199 -2.5484 -0.191 -0.065 -0.193
H 2.3923 5.9033 -1.8266 0.085 0.086 0.152
H 3.7981 5.4822 0.4817 0.040 0.251 0.022
H 2.3575 4.6587 1.0211 -0.043 -0.052 -0.112
H 2.2616 6.3797 0.6387 0.036 0.026 0.083
H 1.0787 3.6442 -0.5650 0.147 -0.483 -0.362
H 0.6104 5.0703 -0.3343 -1.081 0.199 -0.261
C -2.2089 0.9918 5.4060 -0.269 0.157 -0.869
C -0.7110 1.1617 5.2296 0.131 -0.197 -0.655
C -0.0764 1.7077 6.4740 0.523 -0.158 0.650
O -0.0771 -0.0706 4.8990 0.204 -0.225 1.004
H -2.6313 0.5678 4.4940 0.013 -0.306 0.051
H -2.7162 1.9555 5.4755 0.083 0.132 0.425
H -2.4554 0.3558 6.2558 0.057 0.048 0.029
H -0.4868 1.7896 4.3642 -0.363 0.605 0.086
H -0.4017 1.0948 7.3161 0.113 -0.074 0.110
H -0.3202 2.7374 6.7369 -0.217 0.067 -0.330
H 1.0081 1.6221 6.4025 0.014 0.048 0.009
H -0.0847 -0.1449 3.9347 -0.425 -0.031 -0.283
C 0.0207 6.1316 3.7232 1.265 0.756 0.551
C -0.4251 5.0622 2.7782 -0.347 0.059 -0.595
C -1.8101 4.5473 3.1139 0.272 -0.528 0.767
O -0.4795 5.5966 1.4674 -0.051 0.622 -0.782
H 0.9635 6.5849 3.4102 0.268 -0.393 -0.266
H 0.2231 5.7632 4.7291 -0.392 0.004 0.092
H -0.6111 7.0215 3.7454 -0.675 -0.337 0.194
H 0.3451 4.3014 2.6472 -0.182 -0.323 0.649
H -2.1618 3.7746 2.4320 0.093 0.130 -0.059
H -2.5120 5.3819 3.1255 -0.054 0.028 -0.119
H -1.8061 4.1172 4.1169 -0.100 -0.064 0.083
H -0.9347 6.4395 1.5547 -0.103 0.132 -0.332
C 1.9123 -6.5922 -0.1220 -0.922 -0.131 0.160
C 2.0680 -6.1249 1.3039 0.660 -1.314 -0.225
C 1.2716 -6.8854 2.3452 -0.803 0.056 -0.604
O 3.4578 -6.2415 1.5982 0.573 1.184 0.520
H 2.4003 -5.8608 -0.7656 -0.105 -0.183 -0.248
H 0.8397 -6.6557 -0.3130 -0.002 0.085 -0.538
H 2.3349 -7.5863 -0.2704 0.088 -0.001 -0.021
H 1.7675 -5.0765 1.2891 0.376 0.170 0.548
H 1.4485 -7.9620 2.3447 0.643 0.017 0.099
H 0.2193 -6.8567 2.0561 -0.211 0.413 0.324
H 1.4303 -6.4419 3.3270 -0.109 -0.206 0.014
H 3.7459 -7.1568 1.5624 -0.311 -0.129 -0.067
C 0.8264 0.6220 -3.2247 0.033 0.913 0.066
C 0.1929 1.1178 -4.5160 -1.189 -0.961 -0.336
C 1.1206 1.1416 -5.7137 0.353 -0.060 0.784
O -0.8909 0.2628 -4.8879 -0.030 -0.013 -0.725
H 0.6279 -0.4341 -3.0498 0.502 -0.083 -0.286
H 0.3692 1.1571 -2.3911 0.063 -0.020 0.171
H 1.8757 0.9181 -3.2589 0.180 -0.462 0.335
H -0.2365 2.1063 -4.3395 0.281 0.319 -0.071
H 1.9727 1.7535 -5.4133 0.014 0.405 -0.547
H 0.5913 1.4846 -6.6013 0.232 0.192 0.043
H 1.5400 0.1532 -5.9067 -0.235 -0.180 0.006
H -1.3936 -0.0110 -4.1063 0.112 0.239 0.524
C -5.9481 -0.0624 2.1863 -0.170 -0.629 -0.215
C -4.5042 -0.5577 2.0342 -0.844 1.411 -0.231
C -4.2419 -1.5035 0.8810 -0.485 0.220 0.532
O -3.7287 0.6441 1.8949 0.787 -0.044 0.632
H -6.0885 0.5474 3.0783 0.208 -0.180 0.124
H -6.6394 -0.9061 2.2095 -0.143 0.023 0.101
H -6.2334 0.5779 1.3503 0.114 -0.105 -0.229
H -4.2065 -1.0354 2.9683 0.267 0.165 0.058
H -4.5692 -1.0519 -0.0558 0.234 -0.004 -0.102
H -4.8411 -2.3986 1.0508 0.234 -0.236 -0.144
H -3.1727 -1.7140 0.8936 -0.052 -0.240 -0.401
H -3.8964 1.0831 1.0538 -0.362 -0.314 -0.328
C -2.8578 3.1474 -2.4224 -0.405 -0.142 0.507
C -3.1837 2.6227 -1.0038 0.601 0.999 -1.578
C -3.6161 3.7300 -0.1007 0.125 0.685 0.505
O -4.0831 1.5300 -1.0438 0.217 -0.986 0.710
H -1.9696 3.7784 -2.3833 0.158 -0.186 -0.034
H -3.6492 3.7770 -2.8324 -0.246 -0.178 -0.061
H -2.6920 2.2679 -3.0445 0.135 0.207 -0.295
H -2.1932 2.2844 -0.6949 -0.280 -0.700 0.531
H -3.6371 3.4844 0.9613 -0.190 -0.329 -0.061
H -4.5823 4.1527 -0.3789 -0.051 -0.044 -0.105
H -2.8583 4.5101 -0.1897 -0.072 0.202 0.016
H -4.8701 1.6654 -1.5779 0.115 0.545 -0.133
```
Forces are in eV/Å.